[1]
{"formula": "C34H25F4N10O2PPt", "method": "the ωB97M-V functional and the def2-TZVPD basis", "orbital_gap_ev": [4.8, 4.8], "total_energy_ha": -2867.1633, "charge": 4, "e_above_lowest_ev": 3.343, "elements": ["Pt", "C", "O", "C", "C", "C", "C", "C", "C", "N", "N", "C", "C", "C", "C", "O", "C", "N", "C", "C", "C", "C", "H", "H", "H", "H", "H", "H", "H", "H", "H", "H", "H", "H", "C", "N", "C", "N", "C", "N", "C", "P", "C", "C", "H", "H", "H", "H", "H", "H", "H", "H", "H", "H", "H", "H", "H", "F", "C", "C", "F", "C", "C", "C", "F", "C", "C", "C", "N", "C", "N", "F", "C", "C", "N", "C", "N"], "xyz": [[2.39002, -0.23214, 0.58343], [-9.98658, -4.96354, -0.32057], [-8.99338, -3.97504, -0.13687], [-7.80898, -4.19184, 0.32083], [-7.26528, -5.44904, 0.72613], [-5.96868, -5.54414, 1.12453], [-5.14018, -4.38004, 1.20053], [-5.69778, -3.10544, 0.84343], [-6.97618, -3.02774, 0.41253], [-3.88678, -4.50084, 1.52663], [-2.95818, -3.92864, 1.99833], [-1.76058, -3.46234, 2.03203], [-1.11148, -3.32074, 3.30313], [0.05762, -2.65614, 3.45483], [0.67132, -1.97034, 2.35463], [1.64972, -1.21124, 2.48493], [0.08932, -2.20314, 1.02803], [0.75172, -1.65144, -0.00417], [0.33712, -1.87364, -1.23907], [-0.76378, -2.68234, -1.51837], [-1.47588, -3.23664, -0.47317], [-1.06398, -2.98774, 0.84143], [-10.70898, -4.52834, -1.01377], [-10.48648, -5.15374, 0.63373], [-9.59188, -5.89734, -0.72587], [-7.88578, -6.33334, 0.71023], [-5.54718, -6.48974, 1.43533], [-5.06648, -2.22894, 0.88003], [-7.41508, -2.08724, 0.11403], [-1.57918, -3.79384, 4.15453], [0.54002, -2.58874, 4.41903], [0.89992, -1.41424, -2.04197], [-1.04238, -2.87064, -2.54437], [-2.32448, -3.87244, -0.67987], [7.24022, 1.83126, -0.55127], [6.83052, 2.10966, 0.88973], [7.55652, 1.10126, 1.77143], [7.25422, -0.21234, 1.34323], [7.69312, -0.44024, -0.02047], [6.96992, 0.48006, -0.88157], [5.57932, 0.16016, -1.04157], [4.67922, 0.31486, 0.59903], [5.35952, 2.00896, 1.06473], [5.92102, -0.66344, 1.61253], [8.31162, 2.02796, -0.65447], [6.69312, 2.51276, -1.20797], [7.13302, 3.05726, 1.14763], [7.25172, 1.26086, 2.80813], [8.63402, 1.27836, 1.68883], [7.50442, -1.47224, -0.31597], [8.76732, -0.26064, -0.10267], [5.47902, -0.86704, -1.40717], [5.12742, 0.82986, -1.78107], [5.10792, 2.20446, 2.11323], [4.86432, 2.78006, 0.46433], [5.84112, -1.72574, 1.36673], [5.67792, -0.53914, 2.67193], [1.01012, 4.35526, -0.67197], [-0.15648, 4.68996, -1.23567], [-0.33248, 5.97086, -1.72337], [0.64962, 6.84626, -1.57767], [-1.53878, 6.36146, -2.35897], [-2.55878, 5.38166, -2.42977], [-2.38478, 4.10136, -1.91397], [-3.36558, 3.21716, -2.01807], [-1.16818, 3.70886, -1.31397], [-0.94578, 2.37326, -0.83977], [0.28542, 1.87816, -0.47637], [1.30792, 1.36646, -0.24877], [-1.93268, 1.37676, -0.73527], [-2.63798, 0.48146, -0.59277], [-3.70108, 5.67036, -3.02267], [-1.69208, 7.67456, -2.91267], [-0.60458, 8.52006, -3.16487], [0.29192, 9.19996, -3.38817], [-2.93278, 8.21266, -3.26897], [-3.95038, 8.64946, -3.56747]], "atomic_forces_ev_per_a": [[-1.08, -0.75, -0.26], [-1.19, -0.97, -0.03], [1.13, 0.70, 0.20], [0.35, 0.05, 0.13], [-0.12, -0.33, 0.00], [-0.20, -0.17, -0.21], [-0.52, 0.56, -0.36], [-0.40, 0.16, 0.03], [0.19, 0.31, 0.00], [0.10, -0.91, 0.05], [0.17, 0.16, 0.49], [0.14, 0.14, -0.49], [0.31, 0.31, 0.44], [-0.08, 0.05, 0.26], [-0.51, -0.31, -0.17], [1.18, -0.10, -0.36], [-0.53, -0.45, -0.09], [0.26, 1.31, 0.64], [0.08, 0.06, -0.45], [-0.01, -0.19, 0.28], [0.20, 0.21, -0.09], [0.62, 0.35, -0.34], [0.20, -0.12, 0.12], [0.12, 0.03, -0.09], [0.10, 0.20, -0.03], [0.00, -0.03, 0.02], [-0.04, -0.10, -0.05], [-0.03, 0.13, 0.03], [0.00, 0.08, -0.03], [-0.06, 0.02, 0.10], [-0.01, 0.02, 0.06], [-0.04, 0.08, 0.04], [0.00, 0.03, -0.04], [-0.11, 0.00, 0.00], [0.19, 0.08, -0.74], [0.30, 0.36, 0.04], [0.37, -0.31, 0.60], [0.48, -0.21, 0.29], [0.03, -0.05, -0.04], [0.25, 0.01, -0.40], [-0.87, -0.15, -0.39], [0.46, 0.68, 0.23], [-1.14, -0.02, 0.16], [-0.89, -0.38, 0.39], [-0.14, 0.07, 0.24], [0.01, 0.00, 0.18], [-0.06, -0.10, -0.03], [-0.05, 0.11, -0.11], [-0.22, 0.17, -0.09], [-0.05, 0.06, 0.01], [-0.08, 0.04, 0.03], [-0.04, 0.14, 0.02], [-0.04, -0.13, 0.07], [0.11, 0.00, -0.12], [0.16, -0.10, 0.02], [-0.07, 0.08, 0.06], [0.03, -0.09, -0.05], [-0.18, 0.13, -0.02], [0.14, 1.37, -0.48], [1.28, -1.12, 0.63], [-0.39, -0.41, -0.05], [-0.16, 2.44, -0.94], [-0.99, -1.63, 0.48], [-0.43, 1.33, -0.56], [0.09, 0.13, -0.05], [0.27, -1.14, 0.32], [-0.52, 1.72, -0.49], [2.13, -0.51, 0.09], [-0.11, -0.45, -0.13], [-0.49, -0.36, -0.01], [-0.14, -0.37, 0.07], [0.46, -0.12, 0.23], [0.20, -2.36, 0.98], [0.46, 0.17, 0.28], [0.33, 0.33, -0.17], [-0.40, -0.24, -0.25], [-0.49, 0.32, -0.11]]}

=====

[2]
{"formula": "C5H8O2S", "method": "the ωB97M-V functional and the def2-TZVPD basis", "orbital_gap_ev": 10.0, "total_energy_ha": -743.8977, "e_above_lowest_ev": 2.441, "elements": ["C", "C", "C", "C", "C", "H", "H", "H", "H", "H", "H", "H", "H", "O", "O", "S"], "xyz": [[0.40558, 0.86356, 0.60449], [-0.55025, 0.25302, -0.38146], [0.28428, -0.96310, -0.69002], [0.70861, -1.59165, 0.63138], [1.43309, -0.23578, 0.61525], [1.59305, 1.70876, -0.66589], [-0.01988, 1.29857, 1.54607], [-0.43092, 0.96353, -1.17482], [-1.95016, -0.88398, 1.01631], [-0.11951, -1.57834, -1.45668], [1.46452, -2.32540, 0.41668], [0.04312, -1.84448, 1.39750], [2.31189, -0.14651, 1.21178], [1.01890, 2.00415, -0.01590], [1.59391, -0.47593, -0.84162], [-2.34265, 0.03911, -0.00679]], "atomic_forces_ev_per_a": [[0.45, 2.23, 0.92], [-0.93, 0.36, -0.28], [-1.90, -2.05, -0.54], [0.58, 1.36, -0.75], [0.42, -1.33, 0.94], [1.74, -1.07, -2.11], [0.43, -1.02, -0.60], [-0.74, 0.05, -0.96], [-1.09, 1.15, -1.22], [0.04, -0.50, -1.02], [0.01, -0.59, 0.15], [-1.08, -0.38, 1.14], [0.85, 0.51, 0.02], [-1.76, 1.37, 2.59], [0.98, 1.38, 0.19], [2.00, -1.47, 1.51]]}